[1]
A molecular structure, C27H25N6SbSe4Zn at a distorted geometry, computed with the ωB97M-V functional and the def2-TZVPD basis.

- E_tot (hartree) = -12997.8216
- net charge = -2
- frontier orbital gap (eV) = 5.0
- lowest unoccupied orbital energy (hartree) = 0.1499
- highest occupied orbital energy (Eh) = -0.035

Element x y z (Å)
Zn1 -0.01 -0.82 -0.21
N1 -3.57 0.95 -2.37
C1 -2.43 0.25 -2.16
N2 -2.09 -0.26 -1.04
C2 -2.92 -0.12 0.06
N3 -2.67 -0.79 1.13
N4 -1.57 -1.55 1.06
C3 -1.62 -2.82 1.18
C4 -0.42 -3.56 0.88
C5 -0.29 -4.92 1.17
C6 0.84 -5.59 0.75
C7 1.80 -4.90 0.04
C8 1.60 -3.55 -0.20
N5 0.54 -2.89 0.23
C9 -4.08 0.75 -0.05
C10 -4.89 1.06 1.04
C11 -6.00 1.87 0.87
C12 -6.31 2.37 -0.39
C13 -5.52 2.06 -1.48
C14 -4.40 1.25 -1.32
H1 -3.83 1.17 -3.32
H2 -1.78 0.13 -3.01
H3 -2.52 -3.35 1.45
H4 -1.10 -5.43 1.68
H5 0.97 -6.64 0.96
H6 2.67 -5.39 -0.36
H7 2.29 -2.98 -0.80
H8 -4.63 0.67 2.00
H9 -6.62 2.12 1.72
H10 -7.17 3.01 -0.51
H11 -5.76 2.45 -2.46
Se1 0.48 -4.75 -3.91
Sb1 -0.93 -2.88 -3.18
Se2 0.78 -1.03 -2.48
Se3 -2.34 -1.84 -4.93
Se4 -2.56 -3.72 -1.44
C15 5.61 0.37 0.17
C16 4.57 -0.36 -0.68
C17 5.15 -1.66 -1.24
C18 4.07 0.54 -1.80
C19 3.46 -0.68 0.20
N6 2.63 -0.93 0.96
H12 6.49 0.59 -0.43
H13 5.92 -0.24 1.02
H14 5.21 1.31 0.56
H15 6.10 -1.44 -1.74
H16 4.48 -2.10 -1.97
H17 5.34 -2.38 -0.45
H18 4.90 0.81 -2.46
H19 3.63 1.45 -1.40
H20 3.32 0.04 -2.39
C20 0.26 0.92 0.66
C21 0.29 1.98 1.24
C22 0.36 3.23 1.90
C23 1.20 4.24 1.43
C24 1.25 5.47 2.07
C25 0.47 5.71 3.19
C26 -0.36 4.71 3.67
C27 -0.42 3.49 3.04
H21 1.80 4.06 0.55
H22 1.90 6.25 1.68
H23 0.51 6.68 3.68
H24 -0.98 4.90 4.54
H25 -1.08 2.71 3.41

---

[2]
3 unconnected molecules or ions with the total composition C3H11NO at a distorted geometry, computed with the ωB97M-V functional and the def2-TZVPD basis.

- E_tot (hartree) = -250.6898
- frontier orbital gap (eV) = 7.0
- energy above the lowest of the compared OMol25 structures with the same formula, charge and spin (kJ/mol) = 543.0
- lowest unoccupied orbital energy (hartree) = -0.0687
- highest occupied orbital energy (Eh) = -0.325

Element x y z (Å)
C1 2.04 0.39 0.40
N1 0.26 -2.39 -1.47
H1 1.94 0.58 -0.59
H2 1.73 1.03 1.14
H3 2.60 -0.49 0.66
H4 0.54 -1.53 -1.94
H5 -0.40 -2.90 -1.94
H6 0.34 -2.16 -0.49
C2 -0.97 0.52 1.19
O1 -0.16 -0.55 0.94
C3 -1.35 1.37 -0.12
H7 -0.61 1.33 1.98
H8 -1.94 0.21 1.69
H9 -0.52 1.07 -0.78
H10 -1.15 2.41 -0.05
H11 -2.35 1.12 -0.62

---

[3]
10 unconnected molecules or ions with the total composition C30H82N9O4 at a distorted geometry, computed with the ωB97M-V functional and the def2-TZVPD basis.

- E_tot (hartree) = -1984.6049
- net charge = +3
- frontier orbital gap (eV) = 1.8
- energy above the lowest of the compared OMol25 structures with the same formula, charge and spin (kJ/mol) = 1288.5
- lowest unoccupied orbital energy (hartree) = -0.2927
- highest occupied orbital energy (Eh) = -0.357

Element x y z (Å)
N1 -0.49 8.04 -3.95
H1 0.26 8.10 -4.62
H2 -0.53 7.17 -3.44
H3 -1.33 8.18 -4.49
H4 -0.51 8.80 -3.28
N2 -4.88 1.44 -4.05
H5 -5.69 1.49 -3.45
H6 -4.12 1.95 -3.64
H7 -5.08 1.85 -4.95
H8 -4.70 0.47 -4.28
N3 5.41 4.39 -7.74
H9 4.63 3.82 -7.45
H10 5.67 4.19 -8.70
H11 6.22 4.60 -7.18
H12 4.90 5.24 -7.89
N4 4.82 -5.35 2.50
H13 4.68 -5.70 1.56
H14 5.80 -5.27 2.73
H15 4.30 -6.01 3.07
H16 4.37 -4.45 2.57
N5 -0.89 5.52 -9.15
H17 -0.73 4.66 -8.64
H18 -1.12 5.37 -10.12
H19 -0.09 6.13 -9.08
H20 -1.71 5.96 -8.77
C1 0.91 0.93 -0.87
C2 1.68 -0.19 -0.83
C3 2.34 -0.77 -2.11
O1 3.02 -1.87 -2.13
C4 2.28 -0.11 -3.29
C5 1.47 1.04 -3.43
C6 0.76 1.56 -2.10
O2 -0.04 2.46 -2.20
O3 1.36 1.73 -4.51
O4 1.73 -0.81 0.32
H21 0.46 1.35 0.01
H22 2.76 -0.55 -4.15
C7 2.10 -0.41 9.99
C8 1.06 0.42 9.24
N6 1.46 1.76 8.97
C9 0.21 2.51 8.96
C10 0.02 3.19 10.29
C11 2.37 1.82 7.84
C12 3.29 3.04 7.81
H23 2.98 -0.78 9.45
H24 1.69 -1.39 10.22
H25 2.35 -0.02 10.98
H26 0.68 -0.16 8.39
H27 0.27 0.47 9.98
H28 0.39 3.31 8.25
H29 -0.66 1.95 8.63
H30 -0.98 3.63 10.23
H31 0.10 2.46 11.08
H32 0.82 3.89 10.52
H33 1.94 1.71 6.84
H34 2.88 0.86 7.89
H35 3.84 3.06 6.87
H36 3.86 2.89 8.72
H37 2.64 3.92 7.83
C13 -5.49 -5.82 -6.36
C14 -5.71 -4.37 -5.82
N7 -4.73 -3.87 -4.87
C15 -5.00 -4.55 -3.61
C16 -4.26 -3.94 -2.37
C17 -3.33 -4.07 -5.30
C18 -2.94 -3.47 -6.59
H38 -4.55 -6.07 -6.84
H39 -6.29 -6.01 -7.08
H40 -5.55 -6.71 -5.75
H41 -5.72 -3.68 -6.67
H42 -6.73 -4.25 -5.46
H43 -6.03 -4.32 -3.34
H44 -4.83 -5.63 -3.67
H45 -4.52 -4.45 -1.44
H46 -3.23 -4.15 -2.63
H47 -4.28 -2.85 -2.33
H48 -3.16 -5.14 -5.46
H49 -2.70 -3.76 -4.47
H50 -3.55 -3.80 -7.43
H51 -1.94 -3.78 -6.89
H52 -3.16 -2.40 -6.71
C19 -9.86 1.69 -2.73
C20 -9.58 1.55 -1.26
N8 -8.51 2.34 -0.59
C21 -8.63 3.85 -0.73
C22 -9.81 4.45 0.08
C23 -8.26 1.93 0.81
C24 -6.88 2.56 1.40
H53 -9.03 1.40 -3.37
H54 -10.09 2.65 -3.20
H55 -10.68 1.03 -3.00
H56 -10.52 1.66 -0.72
H57 -9.31 0.50 -1.34
H58 -7.69 4.30 -0.40
H59 -8.81 4.10 -1.78
H60 -9.89 5.53 -0.04
H61 -10.76 4.07 -0.30
H62 -9.84 4.19 1.14
H63 -8.22 0.84 0.75
H64 -9.08 2.09 1.51
H65 -6.41 1.95 2.17
H66 -7.00 3.54 1.85
H67 -6.15 2.64 0.59
C25 10.77 -1.80 1.75
C26 9.44 -2.47 2.13
N9 9.58 -3.73 2.86
C27 10.34 -4.74 2.22
C28 9.99 -5.06 0.81
C29 10.25 -3.57 4.18
C30 9.38 -2.92 5.15
H68 11.48 -2.48 1.28
H69 11.34 -1.32 2.54
H70 10.66 -0.98 1.03
H71 8.76 -1.78 2.62
H72 8.91 -2.75 1.22
H73 11.41 -4.60 2.39
H74 10.13 -5.72 2.65
H75 8.97 -5.44 0.77
H76 10.14 -4.17 0.20
H77 10.68 -5.73 0.28
H78 11.25 -3.16 4.02
H79 10.50 -4.53 4.64
H80 9.23 -1.86 4.97
H81 9.85 -3.00 6.13
H82 8.44 -3.47 5.19

---

[4]
A molecular structure, C22H32IrN5OS at a distorted geometry, computed with the ωB97M-V functional and the def2-TZVPD basis.

- E_tot (hartree) = -1708.5169
- net charge = +2
- frontier orbital gap (eV) = 6.8
- energy above the lowest of the compared OMol25 structures with the same formula, charge and spin (kJ/mol) = 126.7
- lowest unoccupied orbital energy (hartree) = -0.2635
- highest occupied orbital energy (Eh) = -0.515

Element x y z (Å)
Ir1 1.08 0.95 0.78
C1 0.31 -0.07 3.45
N1 1.27 0.89 2.86
C2 2.67 0.51 3.15
C3 1.00 2.27 3.38
C4 1.38 3.28 2.36
C5 1.58 4.62 2.65
C6 1.80 5.53 1.63
C7 1.84 5.09 0.31
C8 1.67 3.74 0.01
C9 1.43 2.86 1.04
H1 0.33 0.00 4.54
H2 0.58 -1.09 3.16
H3 -0.69 0.14 3.10
H4 2.83 0.54 4.23
H5 3.35 1.20 2.66
H6 2.85 -0.50 2.80
H7 1.52 2.43 4.32
H8 -0.07 2.35 3.59
H9 1.54 4.96 3.68
H10 1.93 6.58 1.85
H11 2.02 5.80 -0.50
H12 1.74 3.40 -1.02
S1 2.96 0.12 -0.37
C10 3.16 -1.60 -0.47
N2 3.42 -2.44 0.52
C11 3.71 -3.80 0.03
C12 3.55 -3.64 -1.50
N3 3.14 -2.23 -1.62
H13 3.64 -2.14 1.46
H14 3.01 -4.51 0.45
H15 4.72 -4.10 0.31
H16 2.79 -4.30 -1.91
H17 4.48 -3.81 -2.04
H18 3.06 -1.75 -2.51
C13 -1.08 -1.59 -3.48
C14 -2.28 -0.66 -3.32
N4 -3.37 -1.26 -2.56
C15 -4.22 -2.26 -3.23
C16 -4.00 -3.68 -2.72
C17 -3.70 -0.93 -1.29
O1 -4.63 -1.42 -0.68
C18 -2.92 0.14 -0.56
C19 -3.64 1.21 -0.04
C20 -3.01 2.12 0.79
C21 -1.68 1.93 1.09
N5 -0.97 0.90 0.58
C22 -1.59 0.02 -0.23
H19 -0.25 -1.05 -3.94
H20 -1.33 -2.44 -4.12
H21 -0.75 -1.98 -2.51
H22 -2.66 -0.40 -4.31
H23 -1.98 0.27 -2.84
H24 -4.00 -2.20 -4.30
H25 -5.26 -1.98 -3.07
H26 -2.96 -3.97 -2.80
H27 -4.60 -4.37 -3.31
H28 -4.32 -3.76 -1.68
H29 -4.70 1.30 -0.27
H30 -3.55 2.95 1.23
H31 -1.15 2.61 1.75
H32 -0.99 -0.81 -0.58

---

[5]
A single C4H4O2 molecule at a distorted geometry, computed with the ωB97M-V functional and the def2-TZVPD basis.

- SMILES = C=CC(=O)C=O
- E_tot (hartree) = -305.2197
- frontier orbital gap (eV) = 9.0
- energy above the lowest of the compared OMol25 structures with the same formula, charge and spin (kJ/mol) = 156.9
- lowest unoccupied orbital energy (hartree) = -0.0173
- highest occupied orbital energy (Eh) = -0.348

Element x y z (Å)
C1 1.07 0.97 -0.17
C2 1.01 -0.39 -0.25
C3 -0.27 -1.03 -0.06
O1 -0.67 -2.07 -0.52
C4 -1.48 0.03 0.41
O2 -1.45 0.71 1.41
H1 0.50 1.58 0.52
H2 1.95 1.48 -0.55
H3 1.78 -0.98 -0.74
H4 -2.43 -0.30 -0.06

---

[6]
A molecular structure, C11H19B11Br6NO6ReS2 at a distorted geometry, computed with the ωB97M-V functional and the def2-TZVPD basis.

- 2S+1 = 2
- E_tot (hartree) = -17528.9027
- net charge = +1
- frontier orbital gap (spin up / spin down) (eV) = 4.2 / 4.9
- energy above the lowest of the compared OMol25 structures with the same formula, charge and spin (kJ/mol) = 117.9
- lowest unoccupied orbital energy (spin up / spin down) (hartree) = -0.2772 / -0.2764
- highest occupied orbital energy (spin up / spin down) (Eh) = -0.431 / -0.457

Element x y z (Å)
Re1 -0.87 -0.44 0.25
O1 -0.10 -4.21 -0.74
S1 -0.16 -3.24 0.29
O2 -1.46 -2.78 0.77
O3 0.42 -1.87 -0.20
C1 0.87 -3.75 1.62
C2 1.10 -5.12 1.67
C3 1.77 -5.69 2.74
C4 2.21 -4.89 3.78
C5 2.01 -3.51 3.73
C6 1.34 -2.93 2.66
S2 1.26 -1.17 2.73
O4 -0.05 -0.76 2.16
O5 1.41 -0.76 4.08
O6 2.33 -0.69 1.79
H1 0.74 -5.74 0.86
H2 1.93 -6.76 2.76
H3 2.72 -5.31 4.63
H4 2.37 -2.88 4.53
Br1 -2.83 0.00 1.42
B1 -0.04 1.57 0.10
B2 -0.18 2.44 -1.45
C7 -0.22 4.07 -1.02
B3 -1.09 3.00 -0.03
B4 -0.22 4.40 0.65
B5 1.22 4.69 -0.37
B6 1.23 3.47 -1.68
B7 1.41 1.86 -0.94
Br2 2.32 0.39 -1.84
B8 2.28 3.27 -0.27
Br3 4.21 3.38 -0.38
B9 1.38 3.85 1.17
Br4 2.39 4.48 2.72
B10 -0.07 2.81 1.41
Br5 -0.77 2.49 3.19
B11 1.46 2.15 0.82
Br6 2.70 1.29 2.13
H5 -0.76 2.04 -2.39
H6 -0.80 4.72 -1.65
H7 -2.27 2.97 -0.03
H8 -0.83 5.29 1.11
H9 1.59 5.78 -0.58
H10 1.58 3.74 -2.76
C8 -3.02 -1.98 -2.20
C9 -2.20 -0.72 -2.53
C10 -1.18 -1.02 -3.62
C11 -3.11 0.47 -2.85
N1 -1.51 -0.42 -1.29
H11 -3.60 -2.25 -3.09
H12 -3.71 -1.81 -1.38
H13 -2.37 -2.82 -1.95
H14 -1.71 -1.36 -4.51
H15 -0.50 -1.82 -3.31
H16 -0.59 -0.15 -3.89
H17 -3.72 0.20 -3.71
H18 -2.53 1.36 -3.09
H19 -3.78 0.68 -2.01